{"formula": "C5H10N2S", "method": "ωB97M-V with the def2-TZVPD basis set", "symbols": ["C", "C", "C", "C", "C", "H", "H", "H", "H", "H", "H", "H", "H", "H", "H", "N", "N", "S"], "xyz": [[0.791, -0.220, 0.660], [-0.008, -1.519, 0.027], [-2.062, -0.384, -0.539], [-1.100, 0.906, -0.673], [-0.391, 0.805, 0.675], [2.072, 1.356, -0.286], [1.207, -0.566, 1.599], [0.725, -2.662, -0.036], [0.083, -0.948, -1.099], [-1.444, -1.325, 1.447], [-3.150, -0.032, -0.207], [-2.425, -0.954, -1.570], [-0.314, 0.911, -1.356], [-1.303, 2.624, 0.688], [-1.094, 0.288, 1.458], [-1.473, -1.488, 0.268], [-0.680, 2.124, 0.165], [2.334, -0.042, -0.285]], "forces_ev_per_angstrom": [[-0.543, -2.049, 0.280], [2.244, 1.407, -4.450], [-3.471, 0.437, -1.598], [0.001, -1.190, 2.860], [-0.178, -1.525, 0.723], [0.875, -1.524, -0.305], [-0.690, 0.663, 0.864], [-2.756, 3.630, 0.583], [-0.170, -2.918, 2.321], [-1.108, -0.564, -4.240], [2.430, -0.920, 0.098], [1.645, 1.826, 2.180], [0.500, -0.376, -1.947], [-2.339, 1.240, 1.657], [1.158, 2.164, -1.177], [1.433, -0.231, 3.931], [1.938, -2.808, -1.529], [-0.968, 2.741, -0.252]], "nbo_charge": [-0.385, -0.257, -0.273, -0.168, -0.061, 0.159, 0.216, 0.239, 0.206, 0.339, 0.234, 0.245, 0.201, 0.364, 0.180, -0.640, -0.552, -0.049], "total_energy_ha": -703.9539, "lumo_ha": 0.03058, "relative_energy_ev": 7.345}